1.
A 11-piece molecular cluster, C17H56O11 overall. Source: the Open Molecules 2025 dataset; level of theory: wB97M-V/def2-TZVPD.

Last column: Löwdin charge in e.
Atoms and positions in Å:
C: 8.252 -3.596 -21.622  -0.050
C: 9.112 -3.556 -22.862  -0.510
C: 8.756 -4.605 -23.874  -0.062
O: 9.070 -2.268 -23.477  -0.072
H: 8.625 -2.825 -20.946  0.054
H: 8.408 -4.549 -21.105  0.086
H: 7.192 -3.480 -21.834  0.081
H: 10.164 -3.719 -22.585  0.138
H: 9.402 -4.472 -24.748  0.083
H: 7.715 -4.605 -24.189  0.082
H: 9.006 -5.586 -23.463  0.080
H: 9.206 -1.608 -22.779  0.035
C: 10.622 4.670 -21.465  -0.060
C: 11.791 5.113 -22.329  -0.487
C: 13.099 5.046 -21.589  -0.056
O: 11.911 4.338 -23.519  -0.055
H: 10.668 3.593 -21.260  0.059
H: 9.654 4.819 -21.949  0.078
H: 10.614 5.213 -20.518  0.079
H: 11.593 6.139 -22.673  0.135
H: 12.991 5.428 -20.574  0.084
H: 13.899 5.593 -22.090  0.087
H: 13.439 4.007 -21.568  0.042
H: 11.099 3.831 -23.669  0.031
C: 13.268 0.940 -20.834  -0.062
C: 14.670 1.181 -21.320  -0.482
C: 15.324 2.337 -20.594  -0.056
O: 15.479 -0.010 -21.254  -0.052
H: 13.099 1.008 -19.760  0.088
H: 12.840 0.009 -21.216  0.071
H: 12.605 1.671 -21.322  0.064
H: 14.650 1.441 -22.380  0.140
H: 14.682 3.216 -20.648  0.043
H: 16.260 2.603 -21.095  0.086
H: 15.611 2.080 -19.573  0.085
H: 15.352 -0.411 -20.389  0.078
C: 5.570 2.116 -23.193  -0.114
O: 6.977 1.869 -23.177  -0.152
H: 4.986 1.344 -22.696  0.072
H: 5.448 3.042 -22.629  0.085
H: 5.239 2.349 -24.208  0.082
H: 7.167 1.036 -23.623  0.089
C: 6.296 -0.627 -20.839  -0.135
O: 5.418 0.363 -20.288  -0.140
H: 7.244 -0.624 -20.303  0.049
H: 5.762 -1.564 -20.718  0.081
H: 6.471 -0.365 -21.884  0.063
H: 5.908 1.157 -20.041  0.025
C: 9.636 2.893 -25.459  -0.093
O: 9.398 3.170 -24.048  -0.166
H: 8.793 2.343 -25.878  0.086
H: 9.746 3.854 -25.952  0.083
H: 10.525 2.274 -25.563  0.057
H: 8.617 2.664 -23.785  0.030
C: 7.549 3.397 -18.893  -0.133
O: 6.284 2.914 -19.301  -0.119
H: 8.029 2.726 -18.165  0.075
H: 8.204 3.429 -19.763  0.064
H: 7.493 4.374 -18.412  0.084
H: 5.597 3.343 -18.787  0.091
C: 8.457 -0.877 -17.334  -0.120
O: 9.853 -0.763 -17.048  -0.128
H: 7.890 -0.060 -16.885  0.085
H: 8.325 -0.820 -18.415  0.060
H: 8.047 -1.837 -17.012  0.091
H: 9.974 -0.620 -16.107  0.091
C: 11.399 -0.260 -24.672  -0.145
O: 11.764 0.076 -26.005  -0.120
H: 10.855 -1.199 -24.659  0.063
H: 12.292 -0.322 -24.040  0.081
H: 10.776 0.509 -24.194  0.061
H: 12.679 0.364 -26.008  0.072
C: 12.109 -2.028 -19.189  -0.124
O: 10.747 -1.849 -19.547  -0.134
H: 12.545 -1.247 -18.563  0.079
H: 12.258 -2.987 -18.684  0.085
H: 12.681 -2.054 -20.116  0.077
H: 10.268 -1.599 -18.746  0.040
C: 9.658 1.017 -21.132  -0.140
O: 9.583 -0.360 -21.447  -0.152
H: 8.756 1.536 -21.469  0.064
H: 9.815 1.174 -20.060  0.090
H: 10.463 1.542 -21.667  0.048
H: 9.986 -0.865 -20.719  0.025

## Properties
Relative energy (zero: lowest compared OMol25 entry of this formula, charge and spin) ... 0.9924 eV
Largest force on an atom ... 1.6 eV/Å
Total charge ... 0
2S+1 ... 1
LUMO level ... 0.2 eV
Calculated total energy ... -1508.7966 a.u.
SMILES ... CC(C)O.CC(C)O.CC(C)O.CO.CO.CO.CO.CO.CO.CO.CO
Highest occupied orbital energy ... -9.51 eV


2.
C22H47FeNO4Si2 as an isolated structure. Source: the Open Molecules 2025 dataset; level of theory: wB97M-V/def2-TZVPD.

Last column: Löwdin spin population.
Atoms and positions in Å:
O: 0.532 1.883 -1.325  0.048
O: 1.632 -2.209 -3.372  0.000
C: -0.693 1.755 -2.140  0.004
C: -1.403 3.062 -2.455  0.001
H: -1.384 1.065 -1.625  0.001
H: -0.420 1.282 -3.096  0.001
H: -1.853 3.533 -1.577  0.000
H: -2.215 2.806 -3.144  0.000
H: -0.771 3.789 -2.974  0.000
C: 1.747 1.331 -1.930  0.002
C: 1.872 1.321 -3.453  0.001
H: 1.864 0.297 -1.557  0.000
H: 2.537 1.954 -1.494  0.000
H: 1.541 0.350 -3.838  0.000
H: 2.932 1.402 -3.723  0.000
H: 1.374 2.129 -4.001  0.000
C: 2.424 -2.572 -2.242  0.000
C: 0.607 -3.143 -3.701  0.000
C: 3.757 -1.859 -2.334  0.000
H: 2.584 -3.665 -2.194  0.000
H: 1.907 -2.255 -1.317  0.000
H: 4.328 -2.167 -3.218  0.000
H: 4.336 -2.117 -1.446  0.000
H: 3.614 -0.774 -2.374  0.000
C: 0.481 -3.268 -5.211  0.000
H: -0.348 -2.780 -3.284  0.000
H: 0.811 -4.142 -3.273  0.000
H: 0.407 -2.290 -5.697  0.000
H: -0.413 -3.853 -5.435  0.000
H: 1.349 -3.792 -5.628  0.000
H: -3.332 -1.143 -0.377  0.000
Fe: 0.161 1.566 1.066  3.891
C: -2.815 -1.932 -0.918  0.000
Si: -2.776 -3.258 0.379  0.000
H: -3.429 -2.128 -1.793  0.000
H: -1.776 -1.711 -1.252  0.000
C: -3.935 -4.539 -0.345  0.000
C: -3.315 -2.620 2.074  0.000
C: -1.014 -3.891 0.668  0.000
C: 0.332 3.719 1.167  0.567
Si: 2.053 3.329 1.809  0.104
H: -0.407 4.105 1.893  0.029
H: 0.000 4.089 0.167  0.033
C: 3.130 4.540 0.875  0.059
C: 2.848 1.629 1.437  0.042
C: 2.040 3.456 3.694  0.004
H: -0.444 -3.902 -0.277  0.000
H: -1.055 -4.917 1.075  0.000
H: -0.468 -3.252 1.386  0.000
H: -4.841 -4.046 -0.728  0.000
H: -4.228 -5.299 0.384  0.000
H: -3.437 -5.024 -1.196  0.000
H: -3.949 -1.726 2.008  0.000
H: -2.461 -2.361 2.720  0.000
H: -3.898 -3.413 2.562  0.000
H: 3.137 1.493 0.388  0.001
H: 2.326 0.702 1.736  0.002
H: 3.770 1.598 2.035  0.005
H: 2.938 3.954 4.088  0.000
H: 1.967 2.490 4.216  0.000
H: 1.172 4.047 4.013  0.000
H: 4.013 4.847 1.446  0.008
H: 2.504 5.413 0.659  0.001
H: 3.462 4.111 -0.080  0.001
O: 1.035 -0.636 4.234  0.015
C: 0.362 -0.101 3.343  0.007
O: 0.563 -0.147 2.049  0.084
C: -0.848 0.702 3.748  0.007
C: -1.399 0.608 5.034  0.001
C: -2.637 1.209 5.265  0.000
C: -3.270 1.840 4.190  0.002
C: -2.603 1.970 2.961  0.007
N: -1.375 1.461 2.761  0.069
H: -0.831 0.081 5.795  0.000
H: -3.078 1.208 6.262  0.000
H: -4.249 2.301 4.303  0.000
H: -3.080 2.505 2.135  0.001

## Properties
Expectation value of S² ... 8.762
Relative energy (zero: lowest compared OMol25 entry of this formula, charge and spin) ... 0.0000 eV
Largest force on an atom ... 2.3 eV/Å
Total charge ... +1
2S+1 ... 6
LUMO level (alpha / beta) ... -2.9 / -5.9 eV
Calculated total energy ... -3064.6045 a.u.
Highest occupied orbital energy (alpha / beta) ... -11.87 / -11.87 eV


3.
One molecule with the formula CH2N2OS. Source: the Open Molecules 2025 dataset; level of theory: wB97M-V/def2-TZVPD.

Last column: Löwdin charge in e.
Atoms and positions in Å:
N: 0.584 1.416 1.926  0.133
C: 0.130 0.610 1.243  -0.322
S: 0.094 -0.503 -0.139  0.744
N: -0.443 0.544 -1.265  -0.242
O: -0.511 -1.769 0.220  -0.353
H: 1.417 -0.430 -0.376  0.071
H: -1.271 0.132 -1.610  -0.032

## Properties
Relative energy (zero: lowest compared OMol25 entry of this formula, charge and spin) ... 2.1900 eV
Largest force on an atom ... 5.2 eV/Å
Total charge ... 0
2S+1 ... 1
LUMO level ... -0.5 eV
Calculated total energy ... -622.0972 a.u.
SMILES ... N#C[S@H](=N)=O
Highest occupied orbital energy ... -10.35 eV


4.
C3H3Br2ClO as an isolated structure. Source: the Open Molecules 2025 dataset; level of theory: wB97M-V/def2-TZVPD.

Last column: Löwdin charge in e.
Atoms and positions in Å:
C: -1.429 -0.427 -0.251  -0.367
C: -0.360 0.379 0.349  -0.300
C: 1.195 0.008 -0.056  -1.619
O: -2.460 0.125 -0.435  0.081
Cl: 1.157 0.027 -1.889  0.515
Br: 1.888 -1.647 0.617  0.643
Br: 2.355 1.431 0.504  0.643
H: -1.221 -1.553 -0.294  0.140
H: -0.492 1.408 -0.015  0.103
H: -0.631 0.250 1.470  0.161

## Properties
Relative energy (zero: lowest compared OMol25 entry of this formula, charge and spin) ... 1.1691 eV
Largest force on an atom ... 2.8 eV/Å
Total charge ... 0
2S+1 ... 1
LUMO level ... 0.0 eV
Calculated total energy ... -5799.5312 a.u.
Highest occupied orbital energy ... -10.24 eV


5.
One molecule with the formula C6H11NO2. Source: the Open Molecules 2025 dataset; level of theory: wB97M-V/def2-TZVPD.

Last column: Löwdin charge in e.
Atoms and positions in Å:
C: 2.329 -1.027 -0.667  0.061
C: 1.337 -0.566 0.077  -0.244
C: 0.978 0.065 1.351  -0.023
C: 0.190 0.403 0.090  -0.358
C: 0.307 1.785 -0.504  -0.010
C: -1.114 -0.316 -0.137  -0.546
N: -2.180 0.003 0.739  0.133
O: -1.485 -0.242 -1.457  0.068
O: -0.621 -1.779 0.257  -0.056
H: 2.219 -1.157 -1.733  0.058
H: 3.239 -1.390 -0.214  0.053
H: 1.619 0.840 1.748  0.114
H: 0.510 -0.556 2.104  0.107
H: -0.293 2.506 0.056  0.084
H: 1.357 2.075 -0.500  0.089
H: -0.024 1.786 -1.541  0.079
H: -2.910 0.578 0.338  0.097
H: -1.888 0.061 1.705  0.098
H: -2.356 -0.643 -1.573  0.116
H: -1.213 -2.428 -0.142  0.080

## Properties
Relative energy (zero: lowest compared OMol25 entry of this formula, charge and spin) ... 3.2283 eV
Largest force on an atom ... 3.0 eV/Å
Total charge ... 0
2S+1 ... 1
LUMO level ... 0.6 eV
Calculated total energy ... -440.3686 a.u.
SMILES ... C=C1C[C@]1(C)C(N)(O)O
Highest occupied orbital energy ... -8.62 eV


6.
C21H51BrClIO5Si as an isolated structure. Source: the Open Molecules 2025 dataset; level of theory: wB97M-V/def2-TZVPD.

Last column: Löwdin charge in e.
Atoms and positions in Å:
C: 1.620 2.537 -1.709  -0.119
C: 0.529 2.389 -2.777  -0.368
C: -0.875 2.631 -2.207  -0.736
I: -1.060 4.707 -1.696  0.969
Si: -2.260 2.067 -3.391  0.440
O: -1.577 1.878 -4.893  -0.134
C: -2.889 0.366 -2.864  -0.222
C: -2.139 -0.241 -1.675  -0.335
C: -2.672 -1.613 -1.302  -0.576
Cl: -1.370 -2.613 -0.596  0.550
C: -3.634 3.295 -3.709  -0.299
C: -4.684 3.544 -2.612  -0.781
C: -4.424 2.962 -1.238  -0.178
Br: -5.042 5.462 -2.418  0.643
H: 1.259 3.046 -0.821  0.029
H: 1.985 1.562 -1.400  0.054
H: 2.474 3.094 -2.086  0.074
H: 0.688 3.060 -3.616  0.091
H: 0.574 1.368 -3.161  0.086
H: -0.922 2.079 -1.272  0.025
H: -1.073 1.072 -4.961  0.042
H: -3.965 0.359 -2.691  0.076
H: -2.736 -0.295 -3.721  0.082
H: -1.090 -0.353 -1.953  0.081
H: -2.167 0.407 -0.802  0.099
H: -3.446 -1.555 -0.546  0.071
H: -3.039 -2.154 -2.166  0.069
H: -3.178 4.229 -4.028  0.040
H: -4.155 2.917 -4.589  0.085
H: -5.638 3.168 -2.962  0.074
H: -5.189 3.297 -0.543  0.070
H: -3.464 3.269 -0.833  0.022
H: -4.485 1.877 -1.278  0.063
C: 2.065 0.303 3.542  -0.052
C: 1.739 0.024 2.083  -0.488
C: 2.038 -1.416 1.708  -0.049
O: 2.436 0.932 1.223  -0.053
H: 3.130 0.137 3.728  0.083
H: 1.837 1.338 3.798  0.050
H: 1.499 -0.353 4.204  0.084
H: 0.682 0.229 1.904  0.117
H: 3.100 -1.634 1.845  0.082
H: 1.797 -1.590 0.660  0.058
H: 1.476 -2.116 2.324  0.073
H: 3.380 0.770 1.330  0.091
C: 0.854 -2.259 -3.982  -0.059
C: 2.275 -1.999 -3.514  -0.495
C: 3.018 -3.290 -3.208  -0.057
O: 2.267 -1.133 -2.381  -0.059
H: 0.288 -2.771 -3.199  0.059
H: 0.351 -1.312 -4.188  0.063
H: 0.824 -2.872 -4.883  0.082
H: 2.817 -1.444 -4.282  0.138
H: 2.509 -3.836 -2.409  0.083
H: 4.033 -3.076 -2.876  0.079
H: 3.066 -3.937 -4.085  0.080
H: 1.783 -1.579 -1.676  0.062
C: -1.253 4.349 2.203  -0.073
C: -1.212 2.899 2.650  -0.482
C: -0.469 2.720 3.964  -0.060
O: -0.636 2.089 1.621  -0.073
H: -0.234 4.717 2.051  0.085
H: -1.765 4.412 1.247  0.009
H: -1.747 4.994 2.932  0.083
H: -2.230 2.521 2.757  0.138
H: 0.567 3.055 3.858  0.077
H: -0.454 1.670 4.258  0.075
H: -0.933 3.300 4.762  0.082
H: 0.261 2.410 1.461  0.073
C: 2.361 -4.748 5.767  -0.062
C: 2.071 -5.024 4.300  -0.502
C: 2.324 -6.477 3.933  -0.063
O: 2.825 -4.149 3.461  -0.063
H: 3.412 -4.952 5.988  0.081
H: 2.164 -3.704 6.006  0.077
H: 1.750 -5.376 6.416  0.080
H: 1.030 -4.775 4.086  0.137
H: 3.375 -6.731 4.102  0.081
H: 2.102 -6.651 2.881  0.079
H: 1.712 -7.150 4.535  0.079
H: 3.759 -4.331 3.612  0.088

## Properties
Largest force on an atom ... 0.5 eV/Å
Total charge ... 0
2S+1 ... 1
LUMO level ... 0.6 eV
Calculated total energy ... -4828.3958 a.u.
Highest occupied orbital energy ... -8.84 eV